1.
Formula: C13H13BCl3O5
Source: the Open Molecules 2025 dataset
Level of theory: the ωB97M-V functional and the def2-TZVPD basis

Values from the calculation:
Orbital gap ... 4.90 eV
Total charge ... -1
Calculated total energy ... -2285.03349 Ha
HOMO level ... -4.2 eV

Structure (XYZ):
```
35
C13H13BCl3O5 | the Open Molecules 2025 dataset | the ωB97M-V functional and the def2-TZVPD basis
Cl -0.50017 2.78375 -2.16489
B -0.80372 2.13191 -0.46103
Cl -1.17560 3.52102 0.74976
Cl -2.18065 0.84711 -0.45410
O 0.44306 1.42420 -0.02241
C 0.69740 0.89396 1.11897
C 1.61540 -0.22521 1.21209
C 1.59553 -1.11742 2.31656
C 2.55576 -2.11879 2.43729
C 3.53381 -2.28598 1.44389
C 3.47920 -1.50690 0.27932
C 2.51126 -0.50760 0.14227
H 0.13854 1.24959 1.99851
H 0.81000 -0.96515 3.05846
H 2.54907 -2.79064 3.29664
H 4.29894 -3.05802 1.54704
H 4.18560 -1.68755 -0.53856
H 2.44980 0.08326 -0.77448
C 3.99412 5.79665 4.30527
C 4.49244 4.37940 4.08687
C 5.84921 4.31390 4.80216
O 3.63321 3.39949 4.68674
C 2.47767 3.01096 3.98302
O 1.62199 2.39816 4.59722
C 2.43777 3.34687 2.60600
C 3.59079 3.79659 1.91026
O 3.70075 3.92204 0.70353
O 4.71766 4.08815 2.70298
H 3.02412 5.98926 3.84993
H 3.92827 5.98408 5.38210
H 4.73065 6.49337 3.89114
H 6.31075 3.32607 4.71036
H 6.52308 5.06083 4.37155
H 5.71432 4.54560 5.86296
H 1.57503 3.04981 2.02642
```

=====

2.
Formula: C13H13Br39
Source: the Open Molecules 2025 dataset
Level of theory: the ωB97M-V functional and the def2-TZVPD basis

Values from the calculation:
Orbital gap ... 9.71 eV
Energy relative to the best compared isomer or geometry (same formula, charge and spin) ... 17.0 kcal/mol
Calculated total energy ... -100889.53426 Ha
HOMO level ... -10.0 eV

Structure (XYZ):
```
65
C13H13Br39 | the Open Molecules 2025 dataset | the ωB97M-V functional and the def2-TZVPD basis
C 8.39247 17.99551 12.56890
Br 9.54595 18.13553 11.05468
Br 7.84441 16.17089 12.95443
Br 6.95079 19.25417 12.41346
H 8.94544 18.36559 13.41601
C 8.29504 13.58486 9.11757
Br 7.65007 14.54913 7.63233
Br 10.17850 13.23382 9.30819
Br 7.22848 12.04229 9.47339
H 7.98884 14.25589 9.93531
C 14.41973 15.78375 10.27751
Br 13.67610 17.33159 9.45418
Br 15.55178 16.28354 11.70028
Br 15.12378 14.48024 9.12525
H 13.60425 15.31968 10.78582
C 16.51621 10.22803 18.67362
Br 14.84146 10.51358 19.53042
Br 16.55401 8.59920 17.71646
Br 17.90967 10.29451 19.95518
H 16.55690 11.09624 17.98485
C 18.91246 13.55472 15.99101
Br 20.14020 14.89751 15.44821
Br 17.16465 13.94738 15.41431
Br 19.02818 13.48291 17.97457
H 19.24350 12.60197 15.70417
C 7.32016 17.23837 17.64084
Br 7.48975 18.40494 19.15414
Br 8.52203 15.80415 17.58624
Br 7.09538 18.18032 15.97432
H 6.36447 16.83970 17.74991
C 11.40125 15.33050 14.92882
Br 11.50542 17.14800 15.24839
Br 12.76434 14.29848 15.84786
Br 11.41779 14.94294 13.08392
H 10.44510 15.13808 15.37133
C 14.38984 17.98913 19.16725
Br 14.35428 16.14524 18.96823
Br 14.78815 18.45193 20.94920
Br 12.73540 18.81248 18.53233
H 15.17262 18.47256 18.65965
C 8.20885 11.28891 14.43421
Br 8.12744 12.90389 15.45929
Br 9.93926 10.83413 13.97870
Br 6.94598 11.38088 13.00447
H 7.83636 10.63037 15.14495
C 15.80750 11.30507 12.73756
Br 15.69593 10.25503 11.12303
Br 16.18798 10.26594 14.31449
Br 14.33395 12.45001 12.93719
H 16.59471 12.01483 12.63744
C 16.43619 19.00255 15.02415
Br 18.36876 19.18127 14.88726
Br 15.67087 19.92040 16.48350
Br 15.82336 17.21767 14.93474
H 15.92448 19.49613 14.15593
C 13.65800 21.19466 12.98641
Br 15.25725 22.17034 13.34400
Br 13.98967 19.51467 12.27192
Br 12.47812 22.24710 11.90276
H 13.09695 21.09678 13.90697
C 9.35851 22.39472 14.56511
Br 10.58113 23.72688 14.96478
Br 10.12238 20.68470 15.06110
Br 8.68593 22.41596 12.82656
H 8.55172 22.57225 15.23992
```

=====

3.
Formula: C13H13BrNO5PdS
Source: the Open Molecules 2025 dataset
Level of theory: the ωB97M-V functional and the def2-TZVPD basis

Values from the calculation:
Orbital gap (spin up / spin down) ... 6.68 / 6.68 eV
Energy relative to the best compared isomer or geometry (same formula, charge and spin) ... 19.3 kcal/mol
Total charge ... -1
Calculated total energy ... -4034.36114 Ha
HOMO level (spin up / spin down) ... -4.5 / -4.5 eV

Structure (XYZ):
```
35
C13H13BrNO5PdS | the Open Molecules 2025 dataset | the ωB97M-V functional and the def2-TZVPD basis
Pd -0.83603 -1.68777 -0.96467
O -0.09195 2.33822 -0.24501
C 0.17494 1.18581 -0.59251
O -0.55901 0.44954 -1.35719
C 1.52677 0.59729 -0.18894
C 2.05970 -0.33679 -1.27532
C 3.53515 -0.66635 -1.00608
C 3.42807 -1.71013 0.13992
C 1.92141 -1.70853 0.39413
O 1.41790 -1.60334 -0.97878
C 1.53367 -0.36762 1.05560
C 0.23534 -0.42921 1.86593
O 0.22814 0.11263 2.98576
O -0.70360 -1.06035 1.31086
H 2.19181 1.43966 -0.01355
H 1.82660 -0.04127 -2.29132
H 4.00502 -1.09089 -1.89268
H 4.08982 0.22740 -0.71644
H 3.75313 -2.69648 -0.19082
H 3.99244 -1.43291 1.03047
H 1.51924 -2.59576 0.86706
H 2.29616 -0.05739 1.76643
S -3.16348 -1.49846 -1.19867
C -3.12906 0.04407 -0.37699
N -3.17388 1.16493 -1.11085
C -3.10341 2.41193 -0.60896
C -3.04519 2.59607 0.73921
C -3.01581 1.46740 1.55622
C -3.07068 0.20505 1.00812
H -3.06613 1.02064 -2.10541
H -3.07674 3.21748 -1.32540
H -2.95374 3.59230 1.14625
H -2.91560 1.57889 2.62885
H -2.98445 -0.67898 1.61272
Br -0.84654 -3.98709 -1.66790
```

=====

4.
Formula: C13H13Cl2N3O3
Source: the Open Molecules 2025 dataset
Level of theory: the ωB97M-V functional and the def2-TZVPD basis

Values from the calculation:
Orbital gap ... 9.81 eV
Energy relative to the best compared isomer or geometry (same formula, charge and spin) ... 0.0 kcal/mol
Calculated total energy ... -1813.62622 Ha
HOMO level ... -9.3 eV

Structure (XYZ):
```
34
C13H13Cl2N3O3 | the Open Molecules 2025 dataset | the ωB97M-V functional and the def2-TZVPD basis
O -0.16926 -6.68383 0.34836
C -0.57721 -5.72052 0.95841
C -0.77874 -4.37579 0.25269
N -1.06443 -3.28280 1.14575
C -0.54056 -2.04169 1.09066
O -0.80906 -1.18533 1.91491
C 0.41592 -1.73628 -0.06150
N 0.69173 -0.32218 -0.06603
C 0.28821 0.46259 -1.09638
O -0.06894 0.01938 -2.16632
C 0.34749 1.92682 -0.78222
C -0.27855 2.40910 0.36407
C -0.30146 3.76075 0.65078
C 0.31732 4.64626 -0.21988
Cl 0.30268 6.33415 0.12526
C 0.95015 4.19508 -1.36641
C 0.95532 2.83649 -1.64628
Cl 1.75883 2.28417 -3.06068
C -1.99062 -3.62587 2.20296
C -1.34143 -4.68196 3.08971
N -0.90717 -5.78518 2.26254
H -1.60788 -4.51767 -0.45571
H 0.12112 -4.19022 -0.33240
H 1.34677 -2.30197 0.06527
H -0.03305 -1.97914 -1.02889
H 0.80540 0.09357 0.84823
H -0.77446 1.71694 1.02943
H -0.79397 4.12676 1.53720
H 1.43205 4.88676 -2.03801
H -2.91137 -4.01907 1.75991
H -2.21025 -2.72080 2.77053
H -0.48629 -4.24091 3.61876
H -2.05566 -5.04925 3.83059
H -0.73643 -6.67524 2.70903
```

=====

5.
Formula: C13H13Cl2NOS3SiSr
Source: the Open Molecules 2025 dataset
Level of theory: the ωB97M-V functional and the def2-TZVPD basis

Values from the calculation:
Orbital gap ... 5.18 eV
Energy relative to the best compared isomer or geometry (same formula, charge and spin) ... 0.0 kcal/mol
Total charge ... -2
Calculated total energy ... -3068.48589 Ha
HOMO level ... -1.1 eV

Structure (XYZ):
```
35
C13H13Cl2NOS3SiSr | the Open Molecules 2025 dataset | the ωB97M-V functional and the def2-TZVPD basis
Sr 7.51109 9.53993 7.23933
Cl 9.36085 8.81280 11.99830
C 10.51491 8.95545 10.77683
C 11.86651 8.68405 10.98292
C 12.72818 8.85520 9.93231
Cl 14.44253 8.65544 10.30267
C 12.29157 9.25988 8.63302
C 13.17895 9.43146 7.55160
C 12.64659 9.71794 6.34387
C 11.20495 9.81161 6.21514
N 10.39783 9.71066 7.22228
C 10.90411 9.42801 8.42235
C 9.96626 9.29309 9.51472
O 8.72259 9.44789 9.34343
H 12.23846 8.56939 11.96510
H 14.26091 9.38887 7.68608
H 13.18762 9.87736 5.44750
H 10.80004 10.11545 5.27202
S 5.24238 12.94186 4.39892
C 5.99925 12.03400 5.66317
S 5.17715 11.36114 7.04654
S 7.71793 11.72395 5.43871
C 7.72244 5.02977 5.84369
Si 8.77514 6.69593 6.17014
C 10.10879 5.95649 7.35242
C 9.91013 6.83701 4.63573
H 8.46276 4.27007 5.53596
H 6.92055 5.19797 5.12228
H 7.24821 4.80493 6.80190
H 10.47250 5.01603 6.93458
H 9.80526 5.63868 8.33772
H 10.94009 6.67716 7.49605
H 10.25296 5.81414 4.40975
H 10.79687 7.44422 4.92264
H 9.38171 7.22740 3.74276
```

=====

6.
Formula: C13H13Cl9N2
Source: the Open Molecules 2025 dataset
Level of theory: the ωB97M-V functional and the def2-TZVPD basis

Values from the calculation:
Orbital gap ... 9.96 eV
Energy relative to the best compared isomer or geometry (same formula, charge and spin) ... 16.7 kcal/mol
Calculated total energy ... -4754.34984 Ha
HOMO level ... -9.6 eV

Structure (XYZ):
```
37
C13H13Cl9N2 | the Open Molecules 2025 dataset | the ωB97M-V functional and the def2-TZVPD basis
Cl 2.51398 -4.66167 -1.15347
C 3.05878 -3.27661 -2.15339
Cl 2.50814 -3.57159 -3.83811
Cl 4.84389 -3.08733 -2.07917
H 2.56592 -2.35428 -1.84598
Cl 2.40632 -1.72444 6.62519
C 3.16961 -0.51023 5.62012
Cl 2.06048 0.89953 5.54770
Cl 3.38211 -1.21505 3.95749
H 4.12896 -0.16256 6.00337
Cl 1.76005 4.60503 4.56439
C 0.78627 3.69726 3.33352
Cl 0.21684 4.90840 2.15572
Cl -0.46189 2.65998 4.02896
H 1.45760 3.17900 2.64881
C -4.33033 0.65454 -3.39375
C -3.44635 1.76133 -3.31339
C -2.10575 1.51316 -3.38114
N -1.55119 0.32555 -3.74160
C -2.38885 -0.73651 -3.84735
C -3.79798 -0.60022 -3.74793
H -5.40368 0.64794 -3.27428
H -3.84021 2.74670 -3.11255
H -1.41410 2.34049 -3.32166
H -1.86822 -1.67445 -3.97225
H -4.48026 -1.43348 -3.82902
C -0.58095 0.52711 0.87295
C 0.40399 -0.10357 1.71129
C 1.10328 -1.20907 1.19818
N 0.88206 -1.71304 -0.03428
C -0.10181 -1.13422 -0.78674
C -0.82665 -0.02394 -0.39781
H -1.12632 1.37330 1.26402
H 0.59003 0.39236 2.65247
H 1.87637 -1.76023 1.71293
H -0.41549 -1.71146 -1.64395
H -1.57464 0.43227 -1.02930
```